# 1
ORCA calculation (ωB97M-V/def2-TZVPD) on one molecule with the formula C9H11N3.

Atoms and positions in Å:
1 C 0.643358 2.570699 -1.310229
2 C 1.598230 1.537507 -1.530083
3 C -0.505355 2.561034 -0.524162
4 C -1.062368 1.571554 0.338943
5 C 1.587003 0.286702 -0.952897
6 C 0.504795 -0.296299 -0.284179
7 C -0.576525 0.255012 0.445977
8 C 1.014303 -2.608711 -0.885576
9 C -1.837846 -0.616155 2.455958
10 N -0.550385 -1.952251 0.938990
11 N 0.360312 -1.657286 0.039307
12 N -1.075313 -0.736023 1.235607
13 H 0.778410 3.471544 -1.945210
14 H 2.515135 1.636040 -2.189871
15 H -1.053425 3.422047 -0.676035
16 H -2.058556 1.677379 0.643110
17 H 2.500486 -0.298204 -0.888644
18 H 1.344516 -3.583830 -0.252059
19 H 0.205561 -3.055379 -1.461093
20 H 1.797891 -2.206097 -1.416116
21 H -2.061768 0.366843 2.815727
22 H -1.228522 -1.292441 3.174134
23 H -2.839938 -1.053685 2.228401

Force components x, y, z for each atom (eV/Å):
C 0.3 0.7 -1.4
C 0.8 -1.2 0.3
C 1.1 -2.9 0.5
C 1.1 1.0 -1.0
C 1.2 0.7 -1.0
C -2.9 -2.9 3.0
C 0.8 0.2 0.1
C -2.4 -4.5 4.2
C -0.3 -2.9 0.3
N -0.2 -0.6 0.3
N 2.3 2.7 -2.6
N 0.9 1.3 -1.3
H -0.1 -0.6 0.6
H -1.2 0.7 0.9
H -1.4 1.7 0.1
H -1.2 0.6 0.6
H 0.0 0.1 -0.5
H -0.3 2.4 -1.3
H 0.2 0.4 -0.6
H 1.4 1.0 -1.0
H 0.7 0.7 -0.1
H -1.5 1.4 -0.7
H 0.7 0.0 0.6

## Properties
DFT total energy = -513.6443 a.u.
Energy relative to the best compared isomer or geometry (same formula, charge and spin) = 513.8 kJ/mol
LUMO level (alpha / beta) = 0.39 / 0.39 eV
Strongest force on any atom = 0.128 Eh/bohr
Frontier orbital gap (alpha / beta) = 5.928 / 5.929 eV


# 2
ORCA calculation (ωB97M-V/def2-TZVPD) on C30H34NO9Ru as an isolated structure.

Atoms and positions in Å:
1 C -5.187119 -0.286588 -0.548671
2 C -3.764807 -0.455555 -1.097554
3 C -5.105028 -0.622278 0.959663
4 C -3.902515 -1.569304 1.077882
5 H -6.043806 -1.098539 1.258699
6 H -4.973942 0.307875 1.526337
7 C -3.232242 -1.653094 -0.322397
8 H -3.194488 0.447464 -0.839294
9 H -3.747242 -0.601494 -2.184707
10 C -1.728742 -1.665679 -0.091979
11 H -3.525213 -2.578552 -0.836912
12 H -4.246807 -2.571650 1.383448
13 C -2.690241 -1.187478 2.016936
14 C -5.870429 1.027734 -0.903823
15 C -6.144155 -1.210355 -1.306552
16 O -7.071158 -1.832810 -0.826633
17 O -5.319899 1.982050 -1.421195
18 O -7.197050 0.971026 -0.673740
19 O -5.878085 -1.161753 -2.632203
20 C -6.993396 -1.327745 -3.533194
21 H -6.669548 -0.863779 -4.471337
22 H -7.882820 -0.807747 -3.153225
23 H -7.213715 -2.391670 -3.690225
24 C -7.898890 2.158735 -1.037913
25 H -7.579181 3.011270 -0.425982
26 H -8.950193 1.935837 -0.857321
27 H -7.740328 2.394990 -2.093895
28 O -1.453827 -1.499440 1.300267
29 H -1.215466 -0.854159 -0.633521
30 H -1.288504 -2.627823 -0.401707
31 C -2.713705 -2.034589 3.289022
32 C -2.619123 0.293098 2.401447
33 H -3.448219 0.574958 3.063478
34 H -2.625160 0.936874 1.512282
35 H -1.675051 0.464914 2.937916
36 H -1.803976 -1.866198 3.877514
37 H -2.773837 -3.100853 3.038231
38 H -3.582617 -1.773695 3.908351
39 Ru 2.671049 0.490985 -0.465583
40 C 3.872891 -1.532980 -0.646135
41 C 2.529914 -1.850421 -0.295079
42 C 1.650878 -1.228620 -1.247124
43 H 2.206154 -2.442960 0.558073
44 C 2.477046 -0.554666 -2.222471
45 C 3.854972 -0.697941 -1.817227
46 H 4.717789 -0.291412 -2.337896
47 H 4.773308 -1.861666 -0.141041
48 H 0.568128 -1.283369 -1.264027
49 H 2.128119 -0.092319 -3.137070
50 C 2.444814 2.605845 0.589604
51 C 3.428917 2.663988 -0.443941
52 C 2.824432 2.202861 -1.663460
53 H 4.455589 3.005020 -0.343088
54 C 1.439569 1.884628 -1.376136
55 C 1.218035 2.113993 0.029384
56 H 0.282156 1.933393 0.550399
57 H 2.599838 2.898068 1.622241
58 H 3.301881 2.164381 -2.634314
59 H 0.686116 1.593066 -2.097386
60 O 4.981601 0.803513 3.687083
61 C 4.901005 0.517280 2.476323
62 O 3.869037 0.175933 1.799907
63 C 6.260893 0.566942 1.780948
64 C 6.427864 0.833675 0.398663
65 C 7.693016 0.849814 -0.191963
66 C 8.831761 0.617307 0.602506
67 C 8.698635 0.368588 1.984534
68 C 7.429089 0.336650 2.554962
69 N 10.114545 0.638633 -0.018409
70 O 10.159406 0.832780 -1.256825
71 O 11.141437 0.470670 0.673807
72 H 5.552273 1.027856 -0.232058
73 H 7.816929 1.040146 -1.259194
74 H 9.586283 0.196653 2.590022
75 H 7.355154 0.139688 3.624479

Force components x, y, z for each atom (eV/Å):
C -0.5 -0.4 -0.6
C 0.0 0.6 0.1
C -0.2 0.3 -0.3
C 1.1 -0.5 0.2
H 0.2 0.2 0.1
H 0.0 -0.3 -0.1
C -0.3 -0.2 0.0
H -0.1 -0.2 -0.2
H 0.1 0.2 0.4
C 0.7 -0.1 0.1
H -0.1 0.2 0.1
H 0.1 0.4 -0.1
C 0.0 0.1 0.2
C 1.0 1.2 -0.6
C -1.0 -1.5 0.4
O 1.1 0.5 -0.6
O -0.6 -0.9 0.8
O 0.5 0.4 0.1
O -0.6 0.4 0.0
C 0.1 -0.2 0.0
H -0.1 -0.2 0.2
H 0.3 -0.2 0.0
H 0.0 0.3 0.1
C -0.3 0.3 0.0
H 0.0 -0.2 -0.2
H 0.1 0.1 0.0
H 0.0 0.0 0.2
O -1.5 -0.1 0.1
H -0.3 -0.2 0.0
H 0.0 0.3 0.0
C 0.1 -0.1 0.0
C 0.1 0.0 0.0
H 0.2 0.0 -0.2
H 0.0 -0.1 0.2
H -0.3 0.0 -0.2
H -0.2 0.0 -0.1
H 0.1 0.2 0.0
H 0.1 0.0 -0.1
Ru 1.8 0.0 3.4
C -0.5 -0.4 -0.5
C 0.4 0.1 -0.2
C 0.1 -0.4 -0.8
H 0.2 0.3 -0.2
C 0.1 -2.2 -1.2
C -0.3 -0.7 -0.3
H -0.2 -0.2 0.1
H -0.2 0.3 0.1
H 0.4 -0.2 -0.1
H 0.1 0.0 0.2
C -0.3 1.0 -0.4
C -0.6 -0.5 0.4
C -1.0 1.4 -0.4
H -0.3 -0.2 0.1
C -0.3 1.9 -0.5
C 0.4 -0.2 0.0
H 0.3 0.2 -0.1
H 0.0 -0.3 -0.2
H -0.1 0.1 0.1
H 0.1 0.0 0.1
O -0.1 0.5 0.9
C -0.7 -1.7 -4.2
O 1.7 0.9 2.2
C -0.6 0.0 0.9
C 0.6 0.5 -1.0
C -2.1 0.0 0.0
C 1.9 -0.1 -0.3
C -0.7 -0.2 0.7
C 1.4 0.1 0.1
N -1.5 0.0 0.6
O 0.0 0.1 -0.4
O 0.2 -0.1 0.5
H 0.3 -0.2 0.4
H 0.0 -0.1 0.4
H -0.2 0.0 -0.3
H -0.2 0.0 -0.3

## Properties
DFT total energy = -1990.1439 a.u.
Energy relative to the best compared isomer or geometry (same formula, charge and spin) = 0.0 kJ/mol
LUMO level (alpha / beta) = 1.73 / -0.86 eV
Strongest force on any atom = 0.090 Eh/bohr
2S+1 = 5
<S²> = 6.034
Frontier orbital gap (alpha / beta) = 3.707 / 3.998 eV
Net charge = -1


# 3
ORCA calculation (ωB97M-V/def2-TZVPD) on one molecule with the formula C15H23NO5.

Atoms and positions in Å:
1 O 0.487218 3.426777 -0.875883
2 C 0.114917 2.670231 -0.136417
3 C -1.342479 3.147277 0.537743
4 O -2.404580 2.205882 0.114244
5 C -2.541771 0.890142 0.639080
6 O -1.711004 0.549509 1.637872
7 C -3.682473 0.009834 0.268243
8 C -3.882978 -1.194936 0.711962
9 O -4.861867 -1.692102 0.398663
10 C -5.892381 -1.166531 -0.482122
11 C -5.314515 -0.138138 -1.282883
12 O -4.413841 0.674004 -0.454068
13 N 0.677900 1.627993 0.258159
14 C 1.758545 0.791376 -0.431261
15 C 1.305610 -0.428217 -0.945498
16 C 1.189122 -1.732519 0.025839
17 C 2.537870 -2.111362 0.360294
18 C 3.746105 -1.878864 -0.498957
19 C 4.384218 -0.459485 -0.605788
20 C 4.170814 0.444071 0.364865
21 C 2.709866 0.811543 0.946195
22 H -1.794073 3.943248 0.382355
23 H -1.211233 2.889947 1.726914
24 H -3.202214 -1.756168 1.396873
25 H -6.546051 -1.888133 -0.551991
26 H -6.615518 -0.661500 0.453016
27 H -6.179264 0.517665 -1.726959
28 H -4.827324 -0.666649 -1.785903
29 H 0.089577 0.948559 0.953770
30 H 2.095888 1.508719 -1.022832
31 H 0.369573 -0.008326 -1.680840
32 H 2.120738 -0.498328 -1.838474
33 H 0.839950 -2.362554 -0.908396
34 H 0.500324 -1.399141 0.844904
35 H 2.493359 -3.254517 0.618670
36 H 2.719473 -1.498304 1.451849
37 H 4.661777 -2.715421 0.001621
38 H 3.688377 -2.343818 -1.308362
39 H 3.879172 -0.132585 -1.637580
40 H 5.319605 -0.525590 -0.679376
41 H 4.601272 0.048303 1.517615
42 H 4.753466 1.200715 0.242973
43 H 2.903649 1.962844 1.262700
44 H 2.305200 0.244554 1.737172

Force components x, y, z for each atom (eV/Å):
O 4.5 7.1 -7.9
C -7.8 0.5 4.8
C 4.6 -12.2 5.4
O -1.2 -3.4 0.0
C 5.1 0.8 5.5
O -3.4 1.1 -4.6
C 8.9 2.2 4.1
C 12.2 4.6 4.9
O -13.9 -10.2 -4.2
C -0.3 4.5 9.2
C -7.9 9.2 6.1
O -8.0 3.4 -6.7
N -1.2 -8.9 4.1
C -0.8 3.6 9.2
C -1.0 -0.9 -5.1
C -2.3 2.9 -5.9
C 1.8 -1.3 5.9
C 4.1 1.0 8.4
C -8.3 -4.5 -6.0
C -4.5 -1.7 11.4
C 2.8 3.4 -5.1
H -2.9 7.9 -1.9
H -0.4 1.1 -2.6
H -0.4 0.8 -0.7
H -2.8 -4.2 -2.4
H 1.7 -0.4 -2.4
H 2.3 -1.2 0.4
H 8.0 -6.5 -9.6
H 1.3 2.6 -2.0
H 2.2 2.4 -3.4
H 1.7 -2.0 2.2
H -1.9 -1.2 1.9
H -0.4 0.2 2.7
H 0.3 -1.2 -0.8
H 0.3 2.0 -0.2
H 0.0 -2.3 -2.8
H -2.4 2.6 -0.9
H -0.9 -3.3 -7.6
H 1.6 0.1 1.8
H 7.6 -1.0 -1.6
H -0.3 0.5 -3.1
H 3.0 5.4 -0.8
H -1.1 -2.7 -0.6
H -0.3 -0.5 0.7

## Properties
DFT total energy = -1015.7020 a.u.
Energy relative to the best compared isomer or geometry (same formula, charge and spin) = 1888.6 kJ/mol
LUMO level = 0.34 eV
Strongest force on any atom = 0.345 Eh/bohr
Frontier orbital gap = 8.209 eV
SMILES = O=C(COC(=O)C1=COCCO1)NC1CCCCCCC1